Entry 1:
The following is a DFT calculation (ωB97M-V with the def2-TZVPD basis set) of C30H61CuN5O11PS3Si as an isolated structure.

ORCA input file:
```
! RIJCOSX wB97M-V def2-TZVPD def2/J DEFGRID3
* xyz -1 2
Cu -0.59 -1.13 -0.05
N -1.26 -1.23 1.98
C -2.48 -2.05 2.00
C -3.59 -1.42 2.84
C -3.20 -0.80 4.18
C -4.25 0.22 4.62
N -4.36 1.29 3.63
C -5.16 1.23 2.51
N -4.74 1.71 1.39
N -6.40 0.68 2.68
C -3.08 -2.13 0.57
O -4.07 -2.81 0.41
O -2.52 -1.34 -0.30
H -0.49 -1.58 2.55
H -1.43 -0.28 2.25
H -2.23 -3.06 2.33
H -4.39 -2.14 2.96
H -4.00 -0.63 2.21
H -2.25 -0.27 4.11
H -3.06 -1.57 4.95
H -3.99 0.66 5.58
H -5.22 -0.25 4.77
H -3.50 1.78 3.43
H -3.25 1.47 0.33
H -5.50 1.75 0.71
H -6.64 0.23 3.54
H -6.87 0.34 1.86
C 3.00 1.52 4.22
C 1.73 0.81 3.74
C 1.01 0.17 4.93
C 0.82 1.82 3.05
O 2.12 -0.26 2.88
Si 2.26 -0.29 1.22
O 0.84 -0.07 0.53
O 3.00 -1.71 0.91
C 2.91 -3.03 1.44
C 3.88 -3.14 2.61
C 1.49 -3.34 1.92
C 3.31 -3.97 0.31
O 3.27 0.91 0.74
C 4.69 0.97 0.60
C 5.41 0.21 1.71
C 5.05 2.45 0.67
C 5.06 0.40 -0.76
H 2.76 2.30 4.95
H 3.51 1.98 3.38
H 3.67 0.80 4.69
H 0.73 0.93 5.67
H 1.66 -0.56 5.40
H 0.11 -0.34 4.59
H 0.45 2.55 3.77
H -0.01 1.33 2.56
H 1.36 2.36 2.26
H 3.67 -2.37 3.35
H 4.91 -3.02 2.27
H 3.80 -4.12 3.09
H 1.26 -2.75 2.81
H 1.40 -4.39 2.17
H 0.77 -3.12 1.12
H 4.31 -3.72 -0.04
H 2.61 -3.87 -0.52
H 3.31 -5.01 0.65
H 5.05 0.51 2.69
H 6.48 0.41 1.65
H 5.26 -0.86 1.60
H 4.82 2.86 1.66
H 4.47 3.01 -0.06
H 6.11 2.61 0.47
H 4.65 -0.61 -0.86
H 6.15 0.35 -0.88
H 4.66 1.02 -1.56
N -2.61 1.14 -0.44
C -2.98 1.83 -1.69
C -2.79 1.20 -2.90
C -3.15 1.88 -4.05
C -3.68 3.16 -3.98
C -3.86 3.77 -2.75
C -3.51 3.11 -1.58
S -4.17 4.07 -5.46
O -3.74 3.21 -6.56
O -5.61 4.20 -5.31
O -3.44 5.32 -5.34
H -1.64 1.34 -0.18
H -2.68 0.11 -0.51
H -2.38 0.19 -2.95
H -3.03 1.43 -5.03
H -4.27 4.77 -2.71
H -3.65 3.57 -0.61
C 1.73 -3.28 -5.06
C 0.56 -2.37 -5.40
C 0.68 -1.72 -6.77
O 0.52 -1.30 -4.44
P -0.55 -1.27 -3.24
S -2.34 -1.75 -3.74
S 0.31 -2.35 -1.73
O -0.45 0.27 -2.81
C 0.57 1.21 -3.25
C 1.90 0.92 -2.60
C 0.04 2.59 -2.89
H 1.74 -4.14 -5.74
H 1.65 -3.64 -4.04
H 2.67 -2.74 -5.16
H -0.38 -2.92 -5.34
H 1.59 -1.12 -6.82
H -0.18 -1.08 -6.96
H 0.73 -2.49 -7.55
H 0.64 1.11 -4.33
H 1.81 0.92 -1.52
H 2.61 1.69 -2.90
H 2.29 -0.05 -2.91
H -0.08 2.68 -1.81
H -0.93 2.77 -3.36
H 0.74 3.35 -3.23
*
```

Calculated values
Energy above the lowest of the compared OMol25 structures with the same formula, charge and spin: 32.5 kcal per mole
HOMO (alpha / beta): -0.1973 / -0.1973 Eh
Frontier orbital gap (alpha / beta): 0.255 / 0.239 Eh


Entry 2:
The following is a DFT calculation (ωB97M-V with the def2-TZVPD basis set) of a 2-piece molecular cluster, C5H8NO overall.

ORCA input file:
```
! RIJCOSX wB97M-V def2-TZVPD def2/J DEFGRID3
* xyz -1 1
C -1.22 -2.03 2.18
C -0.52 -2.02 1.03
C 0.06 2.09 -0.10
C 0.30 -1.75 0.00
C 0.65 1.65 -1.44
N 0.64 0.40 -1.78
O 1.18 0.01 -2.92
H -2.17 -2.33 2.14
H 0.33 1.38 0.75
H 0.42 3.06 0.24
H -1.06 2.15 -0.15
H 0.41 -0.82 -0.55
H 0.77 -2.67 -0.42
H -0.90 -1.59 3.10
H 1.10 2.45 -2.09
*
```

Calculated values
Energy above the lowest of the compared OMol25 structures with the same formula, charge and spin: 67.7 kcal per mole
HOMO: -0.0946 Eh
Frontier orbital gap: 0.235 Eh


Entry 3:
The following is a DFT calculation (ωB97M-V with the def2-TZVPD basis set) of a 2-piece molecular cluster, C8H8ClP overall.

ORCA input file:
```
! RIJCOSX wB97M-V def2-TZVPD def2/J DEFGRID3
* xyz 0 1
Cl -1.85 2.07 0.67
P -1.07 1.61 -1.05
C 0.50 0.66 -0.49
C 0.34 -0.27 0.55
C 1.41 -1.11 0.83
C 2.65 -0.91 0.24
C 2.87 0.23 -0.46
C 1.79 1.02 -0.90
H -0.50 2.86 -1.29
H -0.73 -0.42 1.00
H 1.31 -1.70 1.76
H 3.51 -1.46 0.66
H 3.90 0.50 -0.78
H 1.89 1.76 -1.61
C -3.91 -0.87 -0.31
C -4.23 -1.46 0.70
H -3.15 -0.74 -1.05
H -4.72 -1.78 1.54
*
```

Calculated values
Energy above the lowest of the compared OMol25 structures with the same formula, charge and spin: 88.8 kcal per mole
SMILES string: ClPc1ccccc1.C#C
HOMO: -0.3311 Eh
Frontier orbital gap: 0.359 Eh


Entry 4:
The following is a DFT calculation (ωB97M-V with the def2-TZVPD basis set) of a 4-piece molecular cluster, C34H41BrCl2N2O6S4 overall.

ORCA input file:
```
! RIJCOSX wB97M-V def2-TZVPD def2/J DEFGRID3
* xyz 0 1
C 6.34 0.65 -1.21
C 4.99 1.06 -1.08
C 4.53 1.63 0.28
C 5.45 2.52 0.98
C 5.08 3.11 2.25
Cl 6.16 4.20 3.18
C 3.77 2.84 2.82
C 2.87 1.93 2.12
C 3.20 1.30 0.85
N 2.38 0.41 0.06
C 2.87 -1.01 0.02
C 3.77 -1.45 1.22
C 2.99 -1.51 2.61
Br 2.99 -3.40 3.26
C 0.97 0.53 0.27
C 0.10 0.08 -0.84
Cl 0.80 -0.56 -2.38
C -1.35 0.15 -0.75
C -2.01 0.69 0.43
C -3.54 0.83 0.57
C -4.47 -0.06 -0.10
C -5.93 0.02 -0.02
C -6.38 1.16 0.81
C -5.34 1.99 1.38
N -3.99 1.87 1.32
C -1.17 1.14 1.54
C 0.28 1.03 1.44
S 1.24 1.61 2.87
H 7.13 1.43 -1.31
H 6.57 -0.44 -1.24
H 4.32 1.00 -1.97
H 6.45 2.75 0.54
H 3.49 3.33 3.78
H 1.96 -1.67 0.05
H 3.37 -1.24 -0.97
H 4.74 -0.90 1.31
H 4.06 -2.52 1.02
H 1.92 -1.20 2.49
H 3.54 -0.93 3.39
H -1.94 -0.20 -1.62
H -4.03 -0.88 -0.73
H -6.62 -0.68 -0.53
H -7.46 1.39 0.96
H -5.71 2.87 1.97
H -1.68 1.56 2.45
O 3.49 -4.08 -2.43
S 4.58 -3.18 -2.74
O 4.92 -2.06 -1.88
C 6.05 -4.15 -3.03
C 6.01 -4.47 -4.52
C 5.58 -3.17 -5.20
C 4.39 -2.60 -4.42
H 6.04 -5.04 -2.40
H 6.92 -3.53 -2.78
H 6.98 -4.82 -4.88
H 5.27 -5.25 -4.71
H 6.41 -2.45 -5.18
H 5.32 -3.33 -6.25
H 4.38 -1.51 -4.43
H 3.44 -2.99 -4.80
O -8.99 -4.30 -1.66
S -7.91 -3.39 -1.96
O -7.59 -2.27 -1.10
C -6.42 -4.35 -2.23
C -6.45 -4.67 -3.72
C -6.88 -3.37 -4.41
C -8.08 -2.82 -3.64
H -6.44 -5.24 -1.60
H -5.57 -3.72 -1.97
H -5.47 -5.01 -4.07
H -7.18 -5.46 -3.92
H -6.06 -2.65 -4.38
H -7.12 -3.54 -5.46
H -8.10 -1.73 -3.65
H -9.02 -3.21 -4.04
O -2.66 5.18 6.95
S -2.60 5.65 5.58
O -3.73 6.25 4.93
C -1.19 6.73 5.42
C -0.03 5.80 5.06
C -0.60 4.82 4.03
C -1.95 4.33 4.56
H -1.03 7.27 6.35
H -1.39 7.43 4.61
H 0.82 6.35 4.67
H 0.29 5.25 5.95
H -0.74 5.33 3.08
H 0.08 3.98 3.86
H -2.65 4.13 3.74
H -1.84 3.44 5.18
*
```

Calculated values
SMILES string: C=Cc1cc(Cl)cc2c1N(CCCBr)c1c(Cl)cc(-c3ccccn3)cc1S2.O=S1(=O)CCCC1.O=S1(=O)CCCC1.O=S1(=O)CCCC1
HOMO: -0.2746 Eh
Frontier orbital gap: 0.246 Eh


Entry 5:
The following is a DFT calculation (ωB97M-V with the def2-TZVPD basis set) of the molecule C2H3NOS.

ORCA input file:
```
! RIJCOSX wB97M-V def2-TZVPD def2/J DEFGRID3
* xyz 0 1
C 1.08 1.09 -0.01
C -0.43 -0.55 0.06
N -0.08 0.59 0.46
O 2.28 -1.22 0.13
S 2.52 0.22 -0.04
H 1.01 2.18 -0.18
H -1.06 -1.02 0.75
H -0.01 -1.08 -0.81
*
```

Calculated values
Energy above the lowest of the compared OMol25 structures with the same formula, charge and spin: 51.9 kcal per mole
HOMO: -0.3239 Eh
Frontier orbital gap: 0.307 Eh


Entry 6:
The following is a DFT calculation (ωB97M-V with the def2-TZVPD basis set) of the molecule C2H4FPS.

ORCA input file:
```
! RIJCOSX wB97M-V def2-TZVPD def2/J DEFGRID3
* xyz 0 1
C -0.44 0.32 0.09
P 0.99 -0.64 -0.64
C 2.56 0.32 -0.50
F 2.53 1.59 -0.87
S 3.74 -0.33 0.38
H -1.12 0.53 -0.64
H 0.12 1.16 0.53
H -0.83 -0.40 0.93
H 1.28 -1.34 0.66
*
```

Calculated values
Energy above the lowest of the compared OMol25 structures with the same formula, charge and spin: 9.9 kcal per mole
SMILES string: CPC(F)=S
HOMO: -0.3264 Eh
Frontier orbital gap: 0.310 Eh


Entry 7:
The following is a DFT calculation (ωB97M-V with the def2-TZVPD basis set) of C15H17F24InO4PS as an isolated structure.

ORCA input file:
```
! RIJCOSX wB97M-V def2-TZVPD def2/J DEFGRID3
* xyz -1 1
O 0.65 1.83 -0.79
In 0.48 0.03 0.25
P 2.82 -1.01 0.28
S 2.99 -2.35 -1.20
H 0.59 1.58 -1.72
H -0.61 -1.07 -0.55
H -0.17 0.33 1.89
H 3.85 -0.07 0.12
H 3.05 -1.62 1.53
C 7.91 -3.39 -0.82
C 9.40 -3.17 -1.14
C 10.39 -3.19 0.03
F 10.13 -2.22 0.92
F 11.64 -2.98 -0.46
F 9.56 -2.05 -1.87
F 9.77 -4.22 -1.93
O 7.08 -2.26 -0.72
C 6.94 -1.55 0.44
C 7.45 -0.12 0.31
F 8.74 -0.10 -0.09
F 7.38 0.50 1.51
F 7.50 -2.19 1.49
F 5.62 -1.46 0.70
H 7.52 -3.92 -1.69
H 7.78 -4.07 0.02
H 10.37 -4.16 0.53
H 6.85 0.43 -0.42
C -5.59 -0.61 -1.77
C -4.07 -0.66 -1.63
C -3.26 0.51 -2.19
F -3.46 0.66 -3.52
F -1.96 0.30 -1.96
F -3.61 -1.83 -2.14
F -3.82 -0.68 -0.29
O -6.20 -1.31 -2.85
C -6.34 -0.77 -4.09
C -5.52 -1.52 -5.15
F -4.22 -1.56 -4.82
F -5.65 -0.88 -6.34
F -6.08 0.55 -4.10
F -7.65 -0.92 -4.44
H -5.97 -1.12 -0.89
H -5.96 0.42 -1.70
H -3.53 1.44 -1.69
H -5.90 -2.54 -5.25
C -3.08 2.21 3.57
C -3.61 3.05 4.74
C -5.01 2.74 5.27
F -5.95 2.91 4.33
F -5.29 3.59 6.29
F -3.51 4.37 4.45
F -2.77 2.81 5.79
O -3.18 2.75 2.27
C -4.30 2.63 1.50
C -4.94 3.99 1.19
F -5.25 4.65 2.32
F -6.09 3.78 0.50
F -5.19 1.77 2.03
F -3.90 2.11 0.32
H -2.01 2.15 3.74
H -3.45 1.19 3.62
H -5.05 1.72 5.65
H -4.26 4.59 0.59
*
```

Calculated values
HOMO: -0.1539 Eh
Frontier orbital gap: 0.237 Eh


Entry 8:
The following is a DFT calculation (ωB97M-V with the def2-TZVPD basis set) of C21H36CrP2S as an isolated structure.

ORCA input file:
```
! RIJCOSX wB97M-V def2-TZVPD def2/J DEFGRID3
* xyz 0 5
P 0.65 -1.92 -1.19
P 0.99 1.82 -1.57
C 0.53 -0.73 -2.66
C 1.30 0.59 -2.88
H -0.55 -0.44 -2.48
H 0.60 -1.35 -3.60
H 2.38 0.48 -3.03
H 0.85 1.04 -3.78
C 0.58 3.21 -2.80
H 0.42 4.13 -2.24
H -0.32 3.07 -3.43
H 1.46 3.38 -3.44
C 2.52 2.58 -1.04
H 2.82 3.24 -1.85
H 3.25 1.80 -0.81
H 2.27 3.15 -0.14
C -0.40 -3.08 -2.32
H -0.57 -4.07 -1.88
H 0.12 -3.22 -3.28
H -1.38 -2.63 -2.53
C 2.23 -2.82 -1.03
H 3.06 -2.10 -0.65
H 2.46 -3.18 -2.05
H 2.06 -3.67 -0.35
Cr 2.74 -0.55 0.27
C -2.09 1.92 -1.15
C -2.65 1.59 -2.32
C -4.04 0.97 -2.24
C -3.92 -0.10 -1.13
C -2.80 -1.05 -1.44
C -1.92 -1.30 -0.46
C -1.11 -0.17 0.19
C -1.79 1.23 0.15
C 2.69 -1.98 1.76
H -1.78 2.95 -1.13
H -2.33 1.82 -3.35
H -4.55 0.54 -3.13
H -4.71 1.76 -1.84
H -3.64 0.47 -0.22
H -4.81 -0.68 -0.82
H -2.84 -1.45 -2.47
H -1.90 -2.24 0.12
H -0.18 0.09 -0.30
H -0.65 -0.50 1.15
H -2.65 1.23 0.85
H -1.12 1.86 0.74
H 3.13 -1.93 2.75
H 2.89 -3.01 1.46
H 1.64 -2.07 2.01
S 2.28 0.78 2.41
C 1.52 0.29 3.88
C 2.20 0.58 5.11
C 1.59 0.36 6.35
C 0.28 -0.07 6.42
C -0.39 -0.39 5.24
C 0.25 -0.30 4.01
H 3.20 0.97 5.12
H 2.09 0.59 7.29
H -0.25 -0.16 7.37
H -1.46 -0.61 5.27
H -0.25 -0.71 3.13
*
```

Calculated values
Energy above the lowest of the compared OMol25 structures with the same formula, charge and spin: 204.5 kcal per mole
HOMO (alpha / beta): -0.2540 / -0.2534 Eh
Frontier orbital gap (alpha / beta): 0.236 / 0.224 Eh